15
Properties=species:S:1:pos:R:3:forces:R:3 method="wB97M-V/def2-TZVPD" homo_ev=-10.3913 orbital_gap_ev=10.53 e_tot_ev=-10399.265 max_force_ha_per_bohr=0.1145 e_above_lowest_kj_mol=152.9
O -0.952988 -2.863806 0.412543 0.9 2.6 0.9
H -1.094560 -2.959037 -0.514212 -0.3 -0.5 -1.1
H -0.667424 -1.859211 0.418478 -0.8 -2.4 0.1
O -0.426547 1.564372 2.166986 -2.0 -0.9 1.0
H -1.326590 1.912056 1.861018 1.8 -0.8 0.8
H -0.619950 0.924438 2.937195 0.2 1.6 -1.7
O -1.455205 1.457343 -1.840218 0.1 3.7 -1.6
H -0.710502 2.115716 -1.800752 -1.3 -0.8 -0.2
H -1.091919 0.751392 -1.386718 1.1 -2.7 1.8
O -0.226515 -0.269967 -0.036781 3.5 1.3 2.2
H 0.785575 -0.441920 -0.242890 -2.5 0.3 0.4
H -0.115613 0.312664 0.847667 -0.7 -1.4 -2.5
O 2.632866 -0.441994 -0.650431 -0.1 2.0 5.5
H 2.591026 -0.721162 -1.482731 -0.1 -1.9 -5.6
H 2.678347 0.519117 -0.689155 0.2 0.0 0.0

=====

21
Properties=species:S:1:pos:R:3:forces:R:3 method="wB97M-V/def2-TZVPD" homo_ev=-2.1117 orbital_gap_ev=5.47 total_charge=-1 e_tot_ev=-9516.193 max_force_ha_per_bohr=0.0218 e_above_lowest_kj_mol=21.4
C 1.849047 -2.058183 -1.228241 -0.8 0.0 -0.4
C 0.798963 -1.004357 -0.970011 0.3 -0.3 -0.1
C 0.236462 -0.734232 0.200006 -0.3 0.7 0.3
C 0.688050 -1.393497 1.482194 0.0 -0.5 -0.3
C -0.891887 0.287907 0.322792 0.6 -0.3 0.5
C -0.641324 1.670021 -0.241451 -0.5 0.7 -0.7
C -1.794332 2.670191 0.122630 0.7 0.4 0.0
O -1.640596 3.899408 -0.380380 0.0 -0.1 -0.2
H 2.721057 -1.640560 -1.731175 0.2 0.0 0.2
H 2.110164 -2.614060 -0.332788 0.3 0.1 0.1
H 1.411466 -2.790673 -1.922591 0.2 0.0 0.0
H 0.460040 -0.455995 -1.846090 0.0 0.0 0.1
H 0.212177 -2.375765 1.567303 0.1 -0.1 0.1
H 0.435735 -0.862276 2.393723 -0.2 0.4 -0.1
H 1.764411 -1.542970 1.483523 0.1 -0.1 0.1
H -1.816432 -0.126551 -0.084023 0.0 0.0 -0.2
H -1.084438 0.414435 1.390717 -0.1 0.0 0.1
H -0.599490 1.679582 -1.338538 0.0 -0.2 0.0
H 0.285884 2.151915 0.077552 0.1 -0.3 0.3
H -1.777042 2.678274 1.253127 -0.4 -0.3 0.0
H -2.727924 2.147385 -0.218280 -0.2 -0.1 0.3

=====

45
Properties=species:S:1:pos:R:3:forces:R:3 method="wB97M-V/def2-TZVPD" homo_ev="-5.7498 / -8.1029" spin_multiplicity=3 orbital_gap_ev="6.27 / 8.57" e_tot_ev=-54463.163 max_force_ha_per_bohr=0.1375 e_above_lowest_kj_mol=156.4
H 0.842888 -0.609763 3.122595 0.1 -0.2 -0.3
N 0.909277 -1.065374 1.032666 0.2 -0.6 0.1
B 1.024490 -2.093082 -1.223558 -0.7 0.2 0.7
N 1.027930 -2.214051 0.318502 0.0 0.6 1.1
C 1.139650 -3.245834 1.162158 0.0 -0.3 -0.2
Ti 0.534082 0.919649 -0.216788 -2.7 0.5 2.8
H 1.249646 -4.234495 0.741503 0.0 -0.1 0.3
C 1.091069 -2.768256 2.459870 0.0 0.5 0.2
H 1.156339 -3.304738 3.380370 0.0 -0.4 0.2
C 0.948765 -1.370857 2.355616 0.1 -1.1 -2.0
H 1.159104 -3.194015 -1.727177 0.3 0.6 0.0
C 0.186130 2.716537 -1.174307 -0.4 1.3 0.2
H -0.319595 3.474830 -0.536896 0.6 -0.1 -0.5
H -0.396715 2.656023 -2.100668 0.4 0.1 -0.2
H 1.247773 3.005584 -1.363476 -0.7 0.3 -0.2
N 2.102152 -1.033518 -1.564934 0.6 1.2 -0.4
N -0.357221 -1.505307 -1.642201 -0.8 0.9 0.0
N 2.041605 0.310378 -1.124310 5.4 -2.5 -3.8
N -0.785748 -0.245169 -1.259637 -1.2 -1.3 -1.2
C 3.150655 -1.204794 -2.373281 -0.1 0.3 0.5
C -1.312995 -2.102536 -2.373132 -0.2 0.9 0.3
H 3.318696 -2.199249 -2.811052 0.1 0.8 0.2
H -1.130376 -3.096965 -2.750587 -0.2 0.1 -0.1
C 3.840945 0.011487 -2.471792 0.5 -0.1 -0.3
C -2.389971 -1.216271 -2.479359 -0.2 -0.3 -0.3
C 3.134230 0.933103 -1.701844 -1.3 -1.5 0.0
C -2.038945 -0.060095 -1.779479 1.7 -0.5 0.5
H 4.762727 0.169526 -3.033829 -0.5 0.0 0.2
H -3.313643 -1.385107 -3.010576 0.1 0.0 0.0
H 3.247753 2.012955 -1.621023 0.1 -0.5 0.2
H -2.561970 0.894887 -1.596818 0.4 -0.9 -0.3
H 0.328136 0.604011 1.441042 -1.2 2.0 0.8
C -2.251304 -0.114574 2.017395 0.1 0.1 0.3
Si -1.231415 1.398344 1.605113 0.0 -0.1 -0.1
C -2.544523 2.525916 0.762489 0.1 0.1 0.0
C -0.576010 2.270061 3.123666 -0.5 0.0 0.1
H -2.616881 -0.617414 1.110330 0.1 0.1 0.3
H -3.099713 0.269257 2.603344 0.0 -0.5 0.0
H -1.644930 -0.816388 2.603970 -0.4 0.0 0.0
H -3.274448 2.776995 1.550037 0.1 0.0 -0.2
H -2.143001 3.458445 0.347259 -0.1 -0.2 0.2
H -3.100380 2.016652 -0.038981 0.2 0.1 0.3
H -1.432849 2.528812 3.761731 0.4 0.2 0.1
H 0.095982 1.572831 3.640501 -0.1 0.3 0.1
H -0.017390 3.171567 2.835545 -0.2 -0.2 0.2

=====

19
Properties=species:S:1:pos:R:3:forces:R:3 method="wB97M-V/def2-TZVPD" homo_ev=-10.0907 orbital_gap_ev=10.80 e_tot_ev=-10946.933 max_force_ha_per_bohr=0.0447 e_above_lowest_kj_mol=225.2
C -2.028889 0.222071 0.326457 -0.8 -0.4 0.7
N -1.718684 -1.004618 0.339146 1.0 0.6 -0.7
C -0.746821 -1.405180 -0.696421 -0.1 -0.6 1.0
C 0.652615 -1.546015 -0.036895 -1.1 1.1 -0.4
C 1.281975 -0.156444 0.217861 1.2 -1.9 -0.3
C 1.526806 0.606846 -1.052778 -0.9 1.2 0.7
O 2.098094 1.669788 -1.053865 -0.1 -0.2 -0.4
H -1.766554 0.970201 -0.422227 0.3 -0.1 -0.2
H -2.664002 0.557422 1.142857 -0.1 0.2 -0.1
H -0.705690 -0.697383 -1.514813 -0.2 0.2 -0.4
H -1.070024 -2.383778 -1.046875 0.1 0.0 -0.3
H 0.443437 -2.044297 0.907761 0.6 -0.3 0.0
H 1.294189 -2.096202 -0.722588 0.1 -0.4 0.3
H 0.852770 0.309954 1.093450 -0.2 0.7 -0.3
H 2.341908 -0.318524 0.479180 -0.2 -0.1 0.5
H 1.112208 0.155256 -1.972698 0.4 0.0 -0.2
O -0.597623 2.644344 1.424676 -0.2 -0.3 0.4
H -0.365275 1.811108 1.848638 -0.2 0.1 0.2
H 0.059569 2.705452 0.739137 0.5 0.3 -0.6

=====

9
Properties=species:S:1:pos:R:3:forces:R:3 method="wB97M-V/def2-TZVPD" homo_ev="-9.5269 / -9.7781" orbital_gap_ev="7.62 / 8.69" e_tot_ev=-7725.914 max_force_ha_per_bohr=0.1201 e_above_lowest_kj_mol=659.0
C -1.493746 -0.045428 0.059370 -1.6 2.5 -1.0
C -2.486516 -0.826478 0.485820 -1.8 -1.2 0.5
C -2.534497 0.910307 -0.531644 1.8 -2.3 1.6
C 0.017832 -0.021124 0.015856 -1.2 -2.9 3.1
N -3.820730 -0.621582 0.325354 2.4 -4.3 2.7
O -3.793200 0.479873 -0.281847 0.0 5.3 -3.3
H 0.530314 -0.709101 0.868036 -1.5 1.7 -2.0
H 0.227418 -0.413226 -0.911796 1.1 -1.0 -2.0
H 0.381937 0.936807 0.072819 0.8 2.3 0.3

=====

81
Properties=species:S:1:pos:R:3:forces:R:3 method="wB97M-V/def2-TZVPD" homo_ev="-10.4172 / -10.4254" spin_multiplicity=5 orbital_gap_ev="7.47 / 7.63" total_charge=+1 e_tot_ev=-70513.362 max_force_ha_per_bohr=0.0471
Pm 1.302553 1.516972 0.907352 0.9 2.0 -1.1
C 2.646826 2.789246 -1.094054 -0.8 0.4 0.4
C 1.308644 3.187990 -1.410501 0.4 -0.1 0.9
C 1.896855 4.173391 0.592545 0.0 -0.6 -0.6
C 3.014465 3.416792 0.132668 -0.9 -0.2 -0.2
C 0.846404 4.038885 -0.359802 0.7 -0.9 0.1
C 3.518114 1.903128 -1.909899 0.5 -0.3 -0.3
H 2.953046 1.363853 -2.678994 0.1 0.1 0.1
H 4.033913 1.153607 -1.291023 0.0 0.1 -0.1
H 4.306524 2.474975 -2.420601 -0.2 -0.2 0.1
C 4.330421 3.336038 0.815984 0.5 0.0 0.3
H 4.968821 2.567050 0.365986 0.0 0.2 0.1
H 4.220004 3.104460 1.883643 0.1 0.1 -0.2
H 4.856041 4.298631 0.745918 0.0 -0.2 0.0
C 1.885736 5.030769 1.801839 0.1 0.3 0.5
H 2.561554 5.887429 1.678830 -0.2 -0.1 0.0
H 2.227445 4.487398 2.690262 0.0 0.1 -0.1
H 0.885858 5.420178 2.013499 0.1 0.0 0.0
C -0.466185 4.732393 -0.305913 -0.5 0.5 0.1
H -0.363896 5.799837 -0.557748 0.0 -0.3 0.0
H -0.908563 4.691585 0.700269 0.0 0.0 -0.2
H -1.187907 4.304977 -1.011895 0.2 0.1 0.1
C 0.566307 2.880617 -2.662029 -0.3 -0.1 -0.5
H 0.661761 3.688102 -3.408448 0.0 -0.2 0.3
H -0.507056 2.747369 -2.468706 0.2 0.0 -0.1
H 0.935935 1.961499 -3.132879 -0.1 0.2 0.0
C -0.993312 -4.729683 -1.433301 0.5 0.0 -0.5
C -0.768265 -4.341293 -2.697497 0.2 -0.7 0.5
C -1.767019 -4.370691 -3.817176 -0.3 0.3 -0.3
C -3.238539 -4.061764 -3.433153 0.1 -0.2 -0.5
C -3.428481 -2.906130 -2.493452 -0.3 0.3 0.4
C -3.484959 -2.966036 -1.155714 -0.5 0.2 -0.6
C -3.230716 -4.165168 -0.292011 0.1 -0.3 0.1
C -2.294413 -5.246875 -0.890138 -0.3 -0.3 0.5
H -1.759591 -5.355662 -4.318038 0.2 0.3 0.2
H -3.719281 -4.975107 -3.058450 0.1 0.4 -0.1
H -1.448042 -3.644060 -4.581290 -0.1 -0.2 0.2
H -2.846002 -5.836408 -1.634134 0.3 0.2 0.3
H -0.150522 -4.775385 -0.729242 -0.3 0.2 -0.3
H 0.256296 -4.095971 -3.005385 -0.3 -0.1 0.2
H -2.055458 -5.942252 -0.068967 -0.1 0.1 -0.3
H -2.798723 -3.812828 0.659923 -0.1 -0.1 -0.2
H -3.808872 -2.072021 -0.605448 0.2 -0.2 -0.3
H -4.185567 -4.652579 -0.027372 0.2 0.2 0.0
H -3.760159 -3.809290 -4.371284 0.1 -0.2 0.3
H -3.613453 -1.943235 -2.989652 0.0 -0.3 0.3
P 0.595851 -0.796949 -0.618017 -0.5 -0.9 -0.1
P -1.529732 1.226400 0.942418 -0.6 -0.4 0.2
C -1.000007 -1.469708 0.057376 0.0 -0.1 -0.2
C -1.751094 -0.620289 1.095183 0.0 0.3 0.1
H -0.763935 -2.448091 0.505094 -0.1 0.3 -0.2
H -1.641003 -1.668900 -0.813536 0.3 0.1 0.3
H -2.831326 -0.801798 1.011160 0.2 -0.1 0.2
H -1.427202 -0.915888 2.105308 -0.1 0.2 -0.2
C -2.146050 1.832301 2.553452 0.0 0.0 0.1
H -2.229908 2.926185 2.530628 0.0 -0.2 0.0
H -1.436332 1.563185 3.348550 -0.2 0.0 -0.2
H -3.124318 1.390680 2.775337 0.1 0.1 0.1
C -2.834102 1.745465 -0.223558 0.0 0.1 -0.3
H -3.799350 1.296913 0.041274 0.2 0.1 0.0
H -2.563422 1.442328 -1.244616 -0.1 0.0 0.2
H -2.925066 2.840761 -0.215689 0.0 -0.3 0.0
C 1.778826 -2.082530 -0.068518 0.3 0.2 -0.2
H 2.797277 -1.709780 -0.249440 -0.1 -0.3 0.0
H 1.605439 -3.002044 -0.636685 0.1 0.1 0.2
H 1.657185 -2.269622 1.007847 -0.1 0.1 -0.3
C 0.408330 -1.048110 -2.419769 0.2 0.2 -0.3
H -0.289998 -0.301638 -2.828525 0.2 -0.2 0.2
H 0.035339 -2.052990 -2.663915 0.1 0.4 0.2
H 1.379332 -0.888188 -2.914511 -0.3 -0.1 0.2
O 0.589088 -2.184084 3.370967 0.7 1.2 0.5
C 1.181872 -1.172291 3.712725 -0.4 -0.3 -0.7
C 1.830951 -0.864698 5.057831 0.0 -0.4 0.3
C 2.367389 0.553993 4.940423 0.1 0.3 -0.1
C 2.001719 0.929710 3.515702 -0.1 0.0 0.2
O 2.224516 2.048761 2.935986 0.0 -0.9 1.1
N 1.365162 -0.053315 2.865205 0.0 0.1 0.0
H 1.088896 -0.954799 5.861671 0.2 -0.2 -0.2
H 2.639361 -1.582640 5.247796 -0.4 0.0 0.0
H 1.893225 1.238483 5.656219 0.2 0.0 -0.3
H 3.454545 0.598449 5.084104 -0.3 0.2 -0.1

=====

20
Properties=species:S:1:pos:R:3:forces:R:3 method="wB97M-V/def2-TZVPD" homo_ev=-8.3152 orbital_gap_ev=9.15 e_tot_ev=-12890.644 max_force_ha_per_bohr=0.0390 e_above_lowest_kj_mol=210.9
C -0.255894 -1.512508 -1.014327 -0.1 0.0 0.2
C -2.064865 0.737164 -0.432695 0.3 0.0 -0.2
C -0.557702 0.855060 -0.418908 -0.3 0.7 1.6
O -0.175573 2.031119 -1.048403 -0.1 -0.1 -0.1
N 0.301856 -0.211057 -0.746704 1.2 0.1 1.3
H 0.672665 1.832796 -1.469344 -0.1 -0.1 0.0
H 0.564992 -2.207957 -1.196842 -0.1 0.0 0.0
H -0.890781 -1.502698 -1.907346 0.1 0.0 0.0
H -0.860449 -1.930208 -0.189513 0.0 0.0 -0.1
H -2.395267 -0.117537 0.152825 0.0 0.0 0.0
H -2.396132 0.632405 -1.465142 -0.1 0.0 0.0
H -2.493273 1.645439 -0.014430 0.0 0.0 0.0
C 0.917523 0.115814 0.964845 -0.5 -1.1 -1.6
N 2.158637 0.733714 0.913419 0.2 0.1 0.2
N 0.877801 -1.009212 1.754491 0.1 0.7 -0.5
O -0.146864 0.965691 1.088792 -0.6 0.2 -1.4
H 1.739234 -1.327608 2.170312 -0.6 -0.3 0.1
H 2.913379 0.115612 0.650783 0.0 0.1 -0.1
H 2.128671 1.572103 0.349237 0.1 -0.1 0.1
H -0.037958 -1.418130 1.858951 0.5 -0.2 0.4

=====

15
Properties=species:S:1:pos:R:3:forces:R:3 method="wB97M-V/def2-TZVPD" homo_ev=-8.5270 orbital_gap_ev=9.08 e_tot_ev=-9195.670 max_force_ha_per_bohr=0.1283 e_above_lowest_kj_mol=575.4
C 1.661283 -1.445326 -0.195950 1.9 2.6 1.4
C 0.808701 -0.180981 0.031379 -2.8 -2.6 2.7
C -1.454245 0.057164 -0.373135 -2.3 -1.5 1.4
H 2.558409 -1.168616 -0.870999 -1.6 -0.5 1.0
H 1.100809 -2.273830 -0.571612 -0.3 -0.5 0.0
H 2.094771 -1.599247 0.860986 -0.6 -0.5 -1.6
H -0.976134 -0.668299 1.929302 1.6 1.5 -5.6
H -1.246493 0.615743 -1.322516 0.7 -0.6 1.2
H -3.432212 -0.603496 -0.855269 3.2 1.6 2.0
H 0.785556 2.872597 0.115936 2.7 2.4 -0.4
H -0.159367 1.961781 0.999160 0.6 0.0 -3.5
N -0.528509 -0.170237 0.685681 -0.1 -1.6 2.3
N -2.588275 -0.438132 -0.097818 -3.5 -1.4 -2.2
N 1.089072 0.958924 -0.263479 3.6 4.7 -2.9
N 0.286628 2.081949 -0.071660 -3.1 -3.5 4.2